Computed, not measured: C30H46BaBrN3P2Se as an isolated structure in a non-equilibrium geometry, with ωB97M-V with the def2-TZVPD basis set.

Summary:
- Orbital gap: 5.52 eV
- Lowest unoccupied orbital energy: -5.966 eV
- Total energy: -7018.00923 a.u.

```
! wB97M-V def2-TZVPD RIJCOSX def2/J DEFGRID3
* xyz 2 1
C -2.3224 5.2970 -3.0880
C -2.2165 4.1662 -3.9559
C -3.0320 4.1375 -5.1093
C -4.0916 5.0588 -5.1925
N -4.2920 5.9860 -4.2500
C -3.4214 6.1583 -3.2612
C -1.3302 3.0737 -3.5878
C -0.6094 2.3060 -2.9367
C 0.3072 1.4983 -2.1683
C 1.0466 2.0392 -1.0831
C 1.6362 1.2246 -0.1525
C 1.3898 -0.2477 -0.1593
C 1.0479 -0.7176 -1.5216
C 0.5127 0.1174 -2.4550
Ba -2.8461 2.3435 -1.7924
P 2.8462 -1.2412 0.5436
H -2.8865 3.3715 -5.8704
H -1.5384 5.5519 -2.3754
H -4.8154 5.0253 -6.0190
H -3.5871 6.9945 -2.5603
H 0.2156 -0.2527 -3.4509
H 1.0650 3.1410 -1.0131
H 1.1042 -1.7904 -1.7152
H 2.1466 1.6396 0.7171
C 2.2604 -2.2864 1.9464
C 3.1915 -3.4251 2.3102
H 1.2780 -2.7246 1.7003
H 2.0758 -1.6280 2.8159
H 2.7559 -4.0109 3.1292
H 3.3184 -4.1029 1.4598
H 4.1730 -3.0701 2.6298
C 3.6705 -2.1193 -0.8096
C 4.2819 -1.3060 -1.9577
H 2.9444 -2.8422 -1.2025
H 4.4485 -2.7161 -0.3133
H 4.6856 -2.0094 -2.6918
H 3.5520 -0.6772 -2.4794
H 5.1114 -0.6682 -1.6388
C 4.0830 -0.0945 1.1931
C 5.4228 -0.7224 1.5585
H 3.6117 0.4137 2.0502
H 4.1982 0.6461 0.3894
H 6.1350 0.0812 1.7792
H 5.3572 -1.3598 2.4462
H 5.8439 -1.3057 0.7306
Br -0.0697 -0.6979 1.0468
P -3.6611 -1.0145 -2.3158
C -2.1437 -2.0799 -2.1677
C -2.4685 -3.5065 -1.7392
H -1.4634 -1.5548 -1.4755
H -1.6745 -2.0746 -3.1651
H -1.5374 -4.0909 -1.7329
H -2.9267 -3.5440 -0.7393
H -3.1541 -3.9622 -2.4716
C -3.9393 -0.5059 -0.5530
C -5.1212 -1.3822 -0.0426
H -4.2351 0.5694 -0.4849
H -3.0057 -0.6710 0.0208
H -5.1248 -1.4862 1.0463
H -6.0929 -0.9514 -0.3316
H -5.1023 -2.4014 -0.4611
C -2.9158 0.1545 -3.4751
C -2.6420 -0.2239 -4.9469
H -1.9439 0.4587 -2.9977
H -3.7425 0.9214 -3.5406
H -2.2789 0.7183 -5.3727
H -1.8691 -0.9837 -5.1406
H -3.5811 -0.5063 -5.4550
C 3.1185 -0.0716 6.5938
N 1.6984 -0.1845 6.3619
C 0.7805 -0.7951 7.2119
C -0.4407 -0.6456 6.6279
N -0.2482 0.0403 5.4460
C -1.2947 0.4439 4.5308
C 1.0752 0.3418 5.2565
Se 1.8446 1.3768 3.9802
H 3.3241 0.2916 7.6138
H 3.5132 0.6544 5.8742
H 3.6191 -1.0390 6.4333
H 1.0789 -1.2518 8.1348
H -1.4266 -0.9537 6.9532
H -1.6279 -0.4088 3.9211
H -2.1530 0.8444 5.0952
H -0.8957 1.2190 3.8720
*
```

***

Computed, not measured: C30H46BrCuN3P2 as an isolated structure in a non-equilibrium geometry, with ωB97M-V with the def2-TZVPD basis set.

Summary:
- Orbital gap (spin up / spin down): 6.31 / 3.89 eV
- <S²>: 0.7522
- Lowest unoccupied orbital energy (spin up / spin down): -6.213 / -8.630 eV
- Total energy: -6231.60098 a.u.
- ΔE to the lowest compared entry with this formula, charge and spin: 0.0 kJ/mol

```
! wB97M-V def2-TZVPD RIJCOSX def2/J DEFGRID3
* xyz 2 2
N -5.3636 3.1970 -3.0026
C -5.1894 3.5435 -1.7283
C -4.1389 3.0476 -0.9530
C -3.1991 2.1535 -1.5356
C -3.3988 1.8325 -2.9093
C -4.4771 2.3950 -3.5934
C -2.0101 1.7644 -0.8360
Cu -0.4327 0.1631 0.1090
P 3.5695 -0.5397 0.5147
C -0.9282 1.0830 -1.4640
C 0.3771 1.7681 -1.5278
C 1.2703 1.3947 -2.5503
C 2.2475 2.2787 -2.9984
C 2.4355 3.4986 -2.3223
C 1.6165 3.8381 -1.2307
C 0.6587 2.9316 -0.7812
Br 3.7817 4.6332 -2.8491
H -1.8763 2.2521 0.1348
H -1.1830 0.4180 -2.2969
H -4.0361 3.3794 0.0765
H -2.6926 1.2000 -3.4588
H -5.9179 4.2332 -1.3037
H -4.6271 2.1470 -4.6472
H 1.1386 0.4161 -3.0261
H 0.0932 3.1616 0.1296
H 2.8838 2.0329 -3.8391
H 1.7640 4.7936 -0.7278
P -1.1156 -2.1310 -0.0953
C 3.8027 1.2761 0.5264
C 5.2727 1.6170 0.2715
H 3.4802 1.6248 1.5209
H 3.1513 1.7196 -0.2383
H 5.4645 2.6593 0.5427
H 5.9323 0.9797 0.8714
H 5.5427 1.4933 -0.7833
C 3.1575 -0.9098 -1.2147
C 4.3706 -1.2677 -2.0686
H 2.6546 -0.0121 -1.5920
H 2.4433 -1.7438 -1.2253
H 4.0786 -1.2913 -3.1205
H 5.1792 -0.5334 -1.9687
H 4.7354 -2.2685 -1.8132
C 2.2959 -1.0248 1.7066
C 2.9931 -1.6723 2.9136
H 1.6086 -1.7318 1.2143
H 1.7114 -0.1341 1.9810
H 2.2825 -2.2431 3.5166
H 3.7955 -2.3462 2.5810
H 3.4252 -0.9092 3.5689
C -0.6031 -3.2982 1.2407
C -1.2045 -4.6946 1.1562
H -0.8880 -2.8062 2.1810
H 0.4904 -3.3742 1.2422
H -2.2920 -4.6768 1.2822
H -0.9682 -5.1799 0.2026
H -0.7868 -5.3328 1.9440
C 0.0316 -2.4836 -1.5034
C -0.5283 -2.6426 -2.9111
H 0.6566 -3.3432 -1.2229
H 0.6699 -1.5861 -1.5142
H -1.3083 -3.4051 -2.9779
H -0.9417 -1.7004 -3.2913
H 0.2793 -2.9372 -3.5932
C -2.6944 -2.8347 -0.7275
C -3.9726 -2.5250 0.0389
H -2.5659 -3.9303 -0.8041
H -2.7957 -2.4623 -1.7581
H -4.8243 -2.9773 -0.4882
H -3.9734 -2.9250 1.0576
H -4.1592 -1.4488 0.1002
N -1.5979 1.2321 5.9990
C -1.4138 1.0999 4.6629
C -2.1503 0.1395 3.9309
C -1.8198 -0.0825 2.6058
N -0.8256 0.5909 1.9828
C -0.1600 1.5653 2.6594
C -0.4328 1.8565 3.9854
H -2.2987 0.6750 6.4704
H -1.0678 1.9039 6.5347
H -2.9176 -0.4619 4.4185
H -2.3414 -0.8477 2.0209
H 0.6187 2.1049 2.1031
H 0.1576 2.6212 4.4944
*
```

***

Computed, not measured: C30H46BrN3P2Pd as an isolated structure in a non-equilibrium geometry, with ωB97M-V with the def2-TZVPD basis set.

Summary:
- Orbital gap (spin up / spin down): 5.49 / 3.01 eV
- <S²>: 6.0889
- Lowest unoccupied orbital energy (spin up / spin down): -12.858 / -15.334 eV
- Total energy: -4717.93081 a.u.
- ΔE to the lowest compared entry with this formula, charge and spin: 14.8 kJ/mol

```
! wB97M-V def2-TZVPD RIJCOSX def2/J DEFGRID3
* xyz 4 5
N 3.7773 0.9011 5.0624
C 2.7972 -0.0135 5.1268
C 2.3607 -0.6940 3.9909
C 3.0464 -0.4828 2.7851
C 3.9815 0.5790 2.7060
C 4.3579 1.2057 3.9009
C 2.6938 -1.2167 1.6286
Pd -0.0301 0.3731 -0.5165
P -1.4851 -0.6607 -1.8386
C 3.0269 -0.7697 0.3985
C 2.7591 -1.5130 -0.8333
C 3.1786 -1.0001 -2.0627
C 2.7899 -1.6124 -3.2477
C 1.8374 -2.6243 -3.1343
C 1.6245 -3.3236 -1.9585
C 2.0531 -2.7396 -0.7706
Br 0.7909 -3.1436 -4.7514
H 1.9555 -1.9861 1.7642
H 3.2581 0.2850 0.2466
H 1.4956 -1.3700 4.0312
H 4.4027 0.9265 1.7696
H 2.3633 -0.2451 6.1134
H 5.1758 1.9480 3.8963
H 3.7869 -0.0917 -2.0720
H 1.8039 -3.1964 0.1784
H 3.1348 -1.2770 -4.2164
H 1.0989 -4.2826 -1.9561
P 0.1937 2.4027 0.3947
C -1.7842 -2.3832 -1.4304
C -2.1378 -3.1305 -2.7056
H -2.5720 -2.4437 -0.6650
H -0.8677 -2.7776 -0.9661
H -2.4547 -4.1580 -2.4987
H -2.9249 -2.6096 -3.2666
H -1.2461 -3.1859 -3.3455
C -0.4647 -0.2881 -3.2920
C -1.2713 -0.2265 -4.5749
H 0.2723 -1.0896 -3.3547
H 0.1446 0.6165 -3.1055
H -0.5989 -0.1768 -5.4385
H -1.9028 -1.1167 -4.6802
H -1.8899 0.6751 -4.5538
C -2.8697 0.4747 -1.6601
C -4.0444 -0.1173 -2.4163
H -2.5767 1.4777 -2.0094
H -3.0463 0.5617 -0.5775
H -4.8898 0.5742 -2.4008
H -3.7760 -0.3073 -3.4616
H -4.3516 -1.0608 -1.9508
C -1.1633 3.4439 1.0642
C -2.5245 3.2549 0.4150
H -0.8141 4.4816 0.9477
H -1.2227 3.2653 2.1467
H -3.2169 4.0172 0.7897
H -2.4783 3.3438 -0.6768
H -2.9528 2.2817 0.6800
C 0.4909 3.2038 -1.2379
C 1.7928 2.7475 -1.8834
H 0.4714 4.2813 -1.0467
H -0.3756 2.9347 -1.8621
H 1.8542 3.1634 -2.8956
H 2.6720 3.0790 -1.3174
H 1.8327 1.6512 -1.9721
C 1.6137 2.9349 1.4156
C 1.3633 3.0139 2.9196
H 1.8981 3.9266 1.0341
H 2.4508 2.2541 1.2055
H 2.2689 3.3868 3.4149
H 0.5483 3.6999 3.1815
H 1.1526 2.0196 3.3325
N -2.3398 0.5882 2.2926
C -2.2033 -0.7739 2.3080
C -3.2360 -1.5863 2.8583
C -3.0325 -2.9695 2.9448
C -1.8180 -3.4604 2.4421
C -0.9156 -2.5754 1.8389
N -1.0965 -1.2516 1.7394
H -1.4994 1.1753 2.2580
H -3.0835 0.9377 2.8723
H -4.1171 -1.0820 3.2436
H -3.7786 -3.6395 3.3712
H -1.5425 -4.5111 2.4776
H 0.0249 -2.9226 1.4167
*
```

***

Computed, not measured: C30H46F5N2PbS4SeSi as an isolated structure in a non-equilibrium geometry, with ωB97M-V with the def2-TZVPD basis set.

Summary:
- Orbital gap: 4.87 eV
- Lowest unoccupied orbital energy: 1.829 eV
- Total energy: -6256.03605 a.u.

```
! wB97M-V def2-TZVPD RIJCOSX def2/J DEFGRID3
* xyz -1 1
Pb 0.3474 0.1121 -0.3211
C 4.7471 1.2669 -2.4298
C 4.8477 -0.1497 -2.0032
S 3.8472 -0.6712 -0.4968
C 3.5424 -2.4643 -0.5267
C 2.7663 -2.9400 -1.7481
S 1.9391 -1.5566 -2.5639
C 1.2158 -2.3740 -4.0664
C -0.0035 -1.5841 -4.4793
S 0.0535 0.1647 -3.7622
C 1.3253 1.0225 -4.8514
C 2.7236 1.1159 -4.2825
S 2.9371 1.6918 -2.5953
H 5.2111 1.5510 -3.4151
H 5.2596 1.9204 -1.6738
H 5.8937 -0.4286 -1.7019
H 4.5885 -0.8157 -2.8023
H 3.0344 -2.8731 0.3884
H 4.5647 -2.8772 -0.5457
H 2.0703 -3.7341 -1.4727
H 3.5695 -3.2678 -2.4638
H 0.9457 -3.2974 -3.6409
H 1.9313 -2.5606 -4.9167
H -0.9437 -2.0274 -4.0866
H -0.1052 -1.5469 -5.5847
H 0.9266 1.9989 -4.9858
H 1.2542 0.4687 -5.7812
H 3.2832 1.9295 -4.7844
H 3.1975 0.1012 -4.4090
C -4.7563 -1.9299 2.5398
C -3.9299 -0.8376 1.7782
N -3.0057 -0.1673 2.6652
C -3.5627 0.7247 3.7201
C -4.1275 2.0284 3.1479
C -1.8386 -0.9039 3.1048
C -1.2099 -1.8702 2.0922
N -1.1549 -1.4765 0.6714
C -1.3646 -2.5062 -0.1575
C -2.0091 -2.2804 -1.3875
F -2.1539 -0.9547 -1.7666
C -2.3527 -3.3498 -2.2284
F -3.1858 -3.1003 -3.2898
C -1.9293 -4.6077 -2.0395
C -1.1529 -4.8570 -0.9078
F -0.7064 -6.1386 -0.6977
C -0.8825 -3.8542 0.0044
F -0.1480 -4.1900 1.1365
H -5.2723 -2.5722 1.8009
H -4.0517 -2.4471 3.2102
H -5.5060 -1.4313 3.1633
H -3.3499 -1.2977 0.9887
H -4.4686 0.0421 1.3816
H -4.3803 0.2509 4.3116
H -2.7266 0.8486 4.3976
H -3.4683 2.3658 2.3158
H -4.1410 2.8078 3.9083
H -5.1413 1.8147 2.7438
H -1.1290 -0.1259 3.4440
H -2.1198 -1.4849 4.1120
H -0.2494 -2.1810 2.5041
H -1.8915 -2.7836 2.1703
H -2.0972 -5.3651 -2.7695
C -2.5750 5.1922 -0.4524
Si -1.0844 4.1038 -0.8492
C -0.6969 4.1657 -2.6944
C 0.4096 4.6691 0.0497
Se -1.6301 1.9768 -0.2490
H -3.0935 5.2955 -1.4028
H -2.3309 6.1791 -0.0874
H -3.2656 4.7361 0.2541
H -1.1474 4.9774 -3.2410
H -1.0305 3.2253 -3.1952
H 0.3605 4.2616 -2.9675
H 0.8063 5.5297 -0.5137
H 1.1238 3.8515 0.0375
H 0.1567 4.9222 1.0949
F 2.6369 -0.0825 6.8760
C 2.1406 0.1852 5.5670
C 2.8003 -0.5355 4.5873
C 2.6138 -0.1921 3.2720
C 1.8902 0.9817 2.9507
C 1.8735 1.4679 1.6499
C 1.2418 1.6605 4.0260
C 1.3014 1.2469 5.3618
H 3.3760 -1.4573 4.8542
H 3.0796 -0.7592 2.4341
H 2.7822 1.2717 1.1261
H 1.3081 2.4157 1.4883
H 0.7644 2.6322 3.7886
H 0.6820 1.7345 6.1692
*
```

***

Computed, not measured: C30H46N10Os as an isolated structure in a non-equilibrium geometry, with ωB97M-V with the def2-TZVPD basis set.

Summary:
- Orbital gap (spin up / spin down): 4.69 / 4.72 eV
- Lowest unoccupied orbital energy (spin up / spin down): -8.224 / -8.187 eV
- Total energy: -1808.33283 a.u.

```
! wB97M-V def2-TZVPD RIJCOSX def2/J DEFGRID3
* xyz 2 1
Os 0.4671 -0.1508 0.4342
C -0.9361 -4.5398 1.0058
N -0.5826 -3.5015 0.0641
C 0.8246 -3.4595 -0.2679
C -1.4567 -2.6258 -0.4589
N -1.0508 -1.3611 -0.6866
C -1.4039 -0.6869 -1.8390
C -1.7356 -1.3524 -3.0277
C -2.0226 -0.6574 -4.1801
C -2.0116 0.7379 -4.1778
C -1.6693 1.4237 -3.0354
C -1.3386 0.7395 -1.8539
N -0.8512 1.3787 -0.7450
C -1.0651 2.6832 -0.4999
N -2.2787 3.2526 -0.6301
C -2.4637 4.6745 -0.8413
C -3.5070 2.4993 -0.7510
N -0.0182 3.4189 -0.0797
C -0.0758 4.4642 0.9215
C 1.3280 3.0072 -0.4123
N -2.7227 -3.0188 -0.6926
C -3.0576 -4.3938 -1.0088
C -3.8110 -2.0795 -0.8109
H -0.2400 -4.4933 1.8449
H -0.8648 -5.5350 0.5662
H -1.9369 -4.3914 1.3988
H 1.1248 -4.4386 -0.6529
H 1.4367 -3.2387 0.6114
H 1.0157 -2.7229 -1.0466
H -1.7323 -2.4307 -3.0409
H -2.2326 -1.1881 -5.0965
H -2.2350 1.2730 -5.0866
H -1.5903 2.4999 -3.0614
H -1.5331 5.1399 -1.1480
H -2.8505 5.1778 0.0462
H -3.1901 4.8082 -1.6439
H -3.3519 1.4511 -0.5173
H -3.9059 2.5777 -1.7660
H -4.2456 2.9103 -0.0590
H -1.0606 4.5367 1.3699
H 0.2057 5.4303 0.5000
H 0.6369 4.2239 1.7133
H 1.3286 2.4320 -1.3369
H 1.7785 2.4068 0.3910
H 1.9384 3.9005 -0.5519
H -2.1802 -4.9343 -1.3537
H -3.7959 -4.3982 -1.8104
H -3.4834 -4.9249 -0.1575
H -3.5294 -1.1413 -0.3401
H -4.6827 -2.4881 -0.2995
H -4.0733 -1.8833 -1.8533
C 2.6022 -1.9032 6.2514
C 2.4250 -1.5067 4.8237
C 3.4995 -1.6453 3.9444
C 3.4375 -1.1625 2.6382
C 4.6173 -1.3260 1.7339
C 2.2696 -0.5352 2.2256
C 1.0893 -0.5175 3.0405
C 1.2184 -1.0032 4.3566
N -0.0325 -0.0745 2.4000
C -1.2612 0.2614 3.1206
C -2.1936 0.9561 2.1185
C -0.9674 1.2564 4.2567
C -1.9817 -0.9984 3.6406
H 3.3446 -2.6927 6.3419
H 1.6695 -2.2320 6.7015
H 2.9651 -1.0458 6.8228
H 4.4196 -2.0888 4.2964
H 5.5283 -0.9488 2.1943
H 4.4796 -0.8252 0.7795
H 4.7802 -2.3870 1.5452
H 2.3383 0.1385 1.3469
H 0.3831 -0.9907 5.0352
H -1.7840 1.9252 1.8430
H -3.1767 1.1122 2.5539
H -2.2953 0.3327 1.2279
H -0.2948 2.0360 3.9048
H -0.5128 0.7878 5.1210
H -1.8948 1.7206 4.5776
H -2.4658 -1.5170 2.8154
H -2.7435 -0.7103 4.3602
H -1.2996 -1.6921 4.1207
N 5.8528 -0.5587 -2.9488
C 4.7605 -0.7493 -2.6434
N 3.5441 -1.0102 -2.3197
C 2.5851 -0.5861 -1.6894
N 1.5554 -0.3365 -1.1506
*
```

***

Which value of total energy does entry 1 give? -7018.00923 a.u.